(1)
Computed, not measured: the molecule C2H6ClPS2 in a non-equilibrium geometry, with ωB97M-V with the def2-TZVPD basis set.

Results
**E_LUMO**: 0.41 eV
**SMILES string**: SP(S)CCCl
**Energy relative to the best compared isomer or geometry (same formula, charge and spin)**: 133.0 kJ/mol
**Energy**: -1677.71716 hartree
**M**: 160.63 g/mol
**Gap between HOMO and LUMO**: 9.358 eV
**HOMO**: -8.950 eV

```
! wB97M-V def2-TZVPD RIJCOSX def2/J DEFGRID3
* xyz 0 1
S -1.7238 -0.8655 -1.8884
P -0.1238 -0.8550 -0.5227
S 1.4796 0.1405 -1.5738
C -0.5545 0.6981 0.4244
C 0.5349 1.1091 1.3395
Cl -0.2766 2.0626 2.6446
H -1.0582 -1.3965 -2.7871
H 1.5216 -0.8792 -2.4083
H -1.3450 0.3529 0.9978
H -0.9185 1.5279 -0.0915
H 1.0340 0.4020 1.9076
H 1.2255 1.8582 0.8353
*
```


(2)
Computed, not measured: a structure of composition C21H39NP2Ru in a non-equilibrium geometry, with ωB97M-V with the def2-TZVPD basis set.

Results
**E_LUMO (alpha / beta)**: -5.29 / -9.32 eV
**Energy relative to the best compared isomer or geometry (same formula, charge and spin)**: 0.0 kJ/mol
**Energy**: -1655.21199 hartree
**M**: 468.57 g/mol
**Gap between HOMO and LUMO (alpha / beta)**: 8.721 / 4.921 eV
**HOMO (alpha / beta)**: -14.010 / -14.244 eV

```
! wB97M-V def2-TZVPD RIJCOSX def2/J DEFGRID3
* xyz 2 5
P 0.3050 -1.7399 -3.6534
P 0.2141 1.3406 -3.5496
C -0.0587 -0.8548 -5.2803
C 0.4654 0.5659 -5.2516
H -1.1441 -0.8880 -5.4452
H 0.4249 -1.4178 -6.0857
H 1.5374 0.6133 -5.4875
H -0.0702 1.1798 -5.9836
C -1.3749 2.1738 -4.0052
H -1.6137 2.9102 -3.2265
H -2.1774 1.4270 -4.0680
H -1.2667 2.6816 -4.9752
C 1.3133 2.7789 -3.8930
H 1.0461 3.2543 -4.8490
H 2.3521 2.4235 -3.9345
H 1.2008 3.5003 -3.0727
C -0.8009 -3.1661 -4.0149
H -0.6198 -3.9379 -3.2553
H -0.5996 -3.5723 -5.0174
H -1.8427 -2.8237 -3.9548
C 1.8656 -2.5221 -4.2737
H 2.6552 -1.7622 -4.3457
H 1.6920 -2.9691 -5.2642
H 2.1652 -3.3029 -3.5621
Ru 0.1155 -0.4514 2.5974
C 0.8202 1.1540 1.3019
C -0.5945 1.0868 1.2319
C -1.3610 0.3977 0.1202
C -1.6842 -1.0944 0.3582
C -0.7148 -1.8482 1.2298
C 0.6985 -1.7782 1.0711
C 1.3835 -0.9884 -0.0267
C 1.7317 0.4772 0.3113
C 0.3298 -1.8972 4.0173
H 1.2611 1.9862 1.8666
H -1.1607 1.8493 1.7863
H -0.8727 0.5287 -0.8583
H -2.3274 0.9194 0.0463
H -2.6690 -1.1526 0.8459
H -1.8139 -1.5886 -0.6160
H -1.1293 -2.7014 1.7802
H 1.2839 -2.5961 1.5100
H 0.8200 -1.0454 -0.9690
H 2.3355 -1.4991 -0.2209
H 2.7382 0.4841 0.7551
H 1.8251 1.0471 -0.6286
H 1.0658 -1.6046 4.7788
H 0.6422 -2.8553 3.5825
H -0.6144 -2.0680 4.5564
C -2.7482 0.1593 4.4856
C -1.5600 0.9029 4.9242
C -1.4539 1.7737 6.0367
C -0.1304 2.2146 6.0884
C 0.5530 1.6027 5.0097
C 1.9816 1.7287 4.6784
N -0.3321 0.8225 4.3213
H -2.5567 -0.3650 3.5387
H -3.5884 0.8576 4.3524
H -3.0438 -0.5715 5.2560
H -2.2828 2.0150 6.7080
H 0.3396 2.8911 6.8077
H 2.2310 2.7912 4.5407
H 2.5938 1.3501 5.5107
H 2.2201 1.1733 3.7628
*
```


(3)
Computed, not measured: a structure of composition C36H38NP2PtS3, with ωB97M-V with the def2-TZVPD basis set.

Results
**E_LUMO (alpha / beta)**: -6.78 / -10.14 eV
**Energy**: -3445.03757 hartree
**M**: 837.93 g/mol
**Gap between HOMO and LUMO (alpha / beta)**: 8.030 / 6.075 eV
**HOMO (alpha / beta)**: -14.815 / -16.220 eV

```
! wB97M-V def2-TZVPD RIJCOSX def2/J DEFGRID3
* xyz 3 5
Pt -0.0384 -1.2054 -0.9931
C -1.5902 1.6195 1.6104
P -1.4763 3.3694 1.0420
C -3.0681 4.0771 0.8562
C -3.1395 5.4448 0.5275
C -4.3718 6.0426 0.3582
C -5.5327 5.2871 0.4957
C -5.4684 3.9284 0.7975
C -4.2438 3.3150 0.9656
C -0.3625 4.3447 2.0091
C -0.8358 5.3060 2.9142
C 0.0712 6.0439 3.6527
C 1.4363 5.8443 3.4829
C 1.9099 4.9001 2.5759
C 1.0175 4.1529 1.8340
C -0.2584 1.0255 1.8963
C 0.4578 1.1330 3.1481
C 1.6129 0.4426 2.9815
C 1.5779 -0.0661 1.6374
C 2.5888 -0.9210 0.9690
P 1.6972 -2.3071 0.1589
C 2.8545 -3.1771 -0.9051
C 3.9738 -2.5542 -1.4592
C 4.7543 -3.2319 -2.3860
C 4.4183 -4.5243 -2.7679
C 3.3062 -5.1491 -2.2153
C 2.5243 -4.4811 -1.2851
C 1.1909 -3.4190 1.4670
C -0.1536 -3.5036 1.8240
C -0.5436 -4.3402 2.8591
C 0.4090 -5.0913 3.5328
C 1.7514 -5.0128 3.1773
C 2.1467 -4.1801 2.1448
N 0.4346 0.2974 0.9987
H -2.1104 1.0644 0.8287
H -2.2003 1.6242 2.5191
H -2.2342 6.0284 0.4123
H -4.4330 7.0946 0.1168
H -6.4973 5.7594 0.3646
H -6.3795 3.3567 0.9088
H -4.2048 2.2620 1.2124
H -1.8980 5.4551 3.0545
H -0.2858 6.7770 4.3629
H 2.1381 6.4325 4.0591
H 2.9742 4.7627 2.4439
H 1.3834 3.4355 1.1081
H 0.1117 1.6563 4.0261
H 2.4082 0.2824 3.6917
H 3.3389 -1.2844 1.6716
H 3.0986 -0.3427 0.1914
H 4.2624 -1.5521 -1.1688
H 5.6340 -2.7559 -2.7980
H 5.0354 -5.0532 -3.4820
H 3.0592 -6.1648 -2.4942
H 1.6717 -4.9820 -0.8399
H -0.8962 -2.9182 1.2893
H -1.5866 -4.4138 3.1354
H 0.1052 -5.7491 4.3359
H 2.4867 -5.6073 3.7021
H 3.1915 -4.1356 1.8585
C -0.9504 1.1513 -3.0354
C 0.0913 0.4492 -3.8915
S 1.2631 -0.5619 -2.9226
C 1.2899 -2.1132 -3.8741
C -0.0442 -2.8304 -3.9885
S -0.8398 -3.1060 -2.3685
C -2.5413 -2.5521 -2.6639
C -2.7124 -1.0933 -3.0643
S -1.9079 0.0781 -1.9187
H -1.6495 1.6940 -3.6720
H -0.4862 1.8760 -2.3638
H 0.6796 1.1965 -4.4244
H -0.3700 -0.1904 -4.6414
H 2.0323 -2.7261 -3.3600
H 1.6840 -1.8803 -4.8647
H 0.1216 -3.8120 -4.4329
H -0.7458 -2.3009 -4.6303
H -3.0567 -2.7715 -1.7278
H -2.9796 -3.1960 -3.4280
H -3.7747 -0.8518 -3.0785
H -2.3271 -0.9012 -4.0642
*
```


(4)
Computed, not measured: a cluster of 2 separate species, C6H11NO in total in a non-equilibrium geometry, with ωB97M-V with the def2-TZVPD basis set.

Results
**E_LUMO**: 0.91 eV
**SMILES string**: C=CC(=C)C.C=NO
**Energy relative to the best compared isomer or geometry (same formula, charge and spin)**: 344.4 kJ/mol
**Energy**: -365.10028 hartree
**M**: 113.16 g/mol
**Gap between HOMO and LUMO**: 9.710 eV
**HOMO**: -8.799 eV

```
! wB97M-V def2-TZVPD RIJCOSX def2/J DEFGRID3
* xyz 0 1
C 0.1147 -1.9210 -0.2608
C -0.3372 -0.9351 -1.0270
C -1.2105 0.1494 -0.5897
C -1.6012 1.0833 -1.4565
C -1.6384 0.1773 0.8462
H -0.1369 -2.0051 0.7808
H 0.7631 -2.6852 -0.6583
H -0.0486 -0.8963 -2.0696
H -1.2926 1.0653 -2.4886
H -2.2440 1.8968 -1.1672
H -0.7674 0.1977 1.4981
H -2.2495 1.0520 1.0466
H -2.2153 -0.7136 1.0841
C 2.1538 1.1394 0.0465
N 2.6257 0.2705 0.8207
O 1.8055 -0.1212 1.8707
H 1.1703 1.5877 0.1456
H 2.7866 1.4449 -0.7686
H 2.3220 -0.7869 2.3472
*
```


(5)
Computed, not measured: a structure of composition C12H26N6O3 in a non-equilibrium geometry, with ωB97M-V with the def2-TZVPD basis set.

Results
**E_LUMO**: 0.34 eV
**Energy relative to the best compared isomer or geometry (same formula, charge and spin)**: 1249.5 kJ/mol
**Energy**: -1026.68742 hartree
**M**: 302.38 g/mol
**Gap between HOMO and LUMO**: 8.774 eV
**HOMO**: -8.435 eV

```
! wB97M-V def2-TZVPD RIJCOSX def2/J DEFGRID3
* xyz 0 1
C 1.4256 -0.2233 0.1361
C 0.4922 -0.2081 1.4490
C 2.2324 -1.5906 0.0386
C 2.8507 -1.6467 -1.2687
C 3.5250 -3.0556 -1.4903
C 2.9583 -5.4865 -0.7448
C -0.7903 1.8824 0.8292
C 0.2778 2.8761 0.6396
C -2.0976 2.6126 1.2067
C -2.8545 3.0141 -0.1944
C -4.1180 3.9124 0.1187
C -5.2244 2.8213 0.2656
H 2.5249 1.5014 1.3102
H 3.0124 0.9835 -0.6130
H 1.0540 -0.2370 -0.9181
H 1.5152 -2.3730 0.2953
H 3.0611 -1.5981 0.9303
H 2.0708 -1.6348 -2.1415
H 3.7584 -0.9360 -1.3558
H 3.9740 -3.0084 -0.5468
H 4.3872 -3.3102 -2.2294
H 1.6695 -3.8472 -1.7547
H 5.0218 -5.4031 -0.9389
H 0.6009 -6.1145 -0.5138
H 2.6676 -7.2656 0.2397
H -1.0184 0.6497 2.5448
H -0.8394 1.7688 -0.2350
H -2.8419 1.8366 1.7350
H -1.9040 3.2019 2.1689
H -3.0669 1.9689 -0.8498
H -2.2282 3.6610 -0.9334
H -4.5344 4.4430 -0.8132
H -3.8725 4.5068 1.0325
H -6.1359 3.2671 0.8002
H -4.7209 2.1137 1.0640
H -6.0360 2.6555 -1.9669
H -4.7581 1.7204 -1.4845
H 1.4424 3.9304 1.5142
N 2.1181 1.1488 0.0947
N 2.5053 -4.1673 -1.1510
N 4.1290 -5.9486 -0.2793
N 1.9604 -6.4470 -0.3990
N -0.5962 0.6115 1.6367
N -5.6675 2.0166 -1.0428
O 0.5442 -1.1457 2.3822
O 0.6163 3.4367 -0.3721
O 0.9093 3.1060 1.8054
*
```


(6)
Computed, not measured: a cluster of 2 separate species, C4H14N2O in total in a non-equilibrium geometry, with ωB97M-V with the def2-TZVPD basis set.

Results
**E_LUMO**: 0.77 eV
**SMILES string**: CC[C@@H](N)CN.O
**Energy relative to the best compared isomer or geometry (same formula, charge and spin)**: 283.4 kJ/mol
**Energy**: -345.46823 hartree
**M**: 106.17 g/mol
**Gap between HOMO and LUMO**: 10.053 eV
**HOMO**: -9.280 eV

```
! wB97M-V def2-TZVPD RIJCOSX def2/J DEFGRID3
* xyz 0 1
C 2.6597 1.1850 -0.1855
C 1.3118 0.6666 -0.7965
C 0.7803 -0.3107 0.1451
N -0.0816 0.2024 1.2597
C -0.0220 -1.4575 -0.3658
N -0.6992 -2.4050 0.5478
H 3.3283 0.3245 0.1879
H 2.4515 1.6218 0.7930
H 3.1765 1.9478 -0.8113
H 0.6381 1.6058 -0.8000
H 1.6252 0.2145 -1.7446
H 1.6108 -0.5535 0.8061
H -0.7452 0.6164 0.7980
H 0.1720 0.6789 2.1110
H 0.7044 -2.1346 -0.8117
H -0.7034 -1.1384 -1.1543
H -1.0860 -3.1181 -0.0768
H -1.4526 -2.0080 1.0159
O -3.3192 1.7464 -0.6358
H -3.5371 1.4655 0.2353
H -2.5415 1.4234 -0.8979
*
```


(7)
Computed, not measured: a structure of composition C22H41N2O2P3SeW in a non-equilibrium geometry, with ωB97M-V with the def2-TZVPD basis set.

Results
**E_LUMO (alpha / beta)**: -13.87 / -14.53 eV
**Energy relative to the best compared isomer or geometry (same formula, charge and spin)**: 0.0 kJ/mol
**Energy**: -4613.84787 hartree
**M**: 721.30 g/mol
**Gap between HOMO and LUMO (alpha / beta)**: 6.191 / 5.573 eV
**HOMO (alpha / beta)**: -20.061 / -20.103 eV

```
! wB97M-V def2-TZVPD RIJCOSX def2/J DEFGRID3
* xyz 4 3
P -0.7943 0.3513 -2.6754
C -2.5555 0.6247 -2.6266
H -2.8757 0.6649 -3.6760
H -2.7699 1.5713 -2.1184
H -3.0318 -0.2083 -2.0995
C -0.1419 1.9105 -3.3420
H 0.8397 1.8093 -3.8262
H -0.0751 2.6995 -2.5767
H -0.8490 2.2592 -4.1162
C -0.5768 -0.9952 -3.8596
H -1.0010 -0.6638 -4.8136
H -1.1371 -1.8640 -3.4848
H 0.4734 -1.2786 -3.9995
P 1.2382 -2.8788 0.5219
C -0.2032 -3.5656 1.3583
H 0.0096 -4.6113 1.6063
H -1.0819 -3.5106 0.7139
H -0.3780 -3.0007 2.2755
C 1.4744 -4.1358 -0.7770
H 2.4490 -4.0538 -1.2690
H 0.6927 -4.0027 -1.5380
H 1.3664 -5.1343 -0.3329
C 2.4893 -3.1874 1.8040
H 2.6538 -4.2658 1.9146
H 2.0987 -2.7778 2.7436
H 3.4407 -2.6931 1.5887
P 1.6138 2.0994 2.0804
C 0.4755 2.4321 3.4121
H 0.8201 3.3201 3.9667
H 0.4246 1.5538 4.0703
H -0.5279 2.6085 2.9907
C 3.2615 1.8016 2.7428
H 3.4543 2.5620 3.5163
H 4.0228 1.8565 1.9505
H 3.3050 0.7944 3.1920
C 1.5583 3.4225 0.8786
H 1.9921 4.3179 1.3683
H 0.5163 3.6341 0.5747
H 2.1376 3.1921 -0.0294
W 1.7127 -0.4840 -0.6159
C -0.5264 -0.6690 -1.1149
O -1.3612 -1.4598 -0.6538
C 1.1743 0.3995 1.4266
O 0.7360 -0.3333 2.3539
C 3.8253 -0.3455 -0.1390
C 3.3664 0.9044 -0.5721
C 2.6500 1.0300 -1.7764
C 2.4423 -0.1153 -2.5761
C 2.9214 -1.3614 -2.1623
C 3.5796 -1.4800 -0.9260
H 4.2773 -0.4522 0.8384
H 3.5767 1.7983 -0.0138
H 2.2622 1.9871 -2.0859
H 1.9888 -0.0108 -3.5477
H 2.7109 -2.2334 -2.7656
H 3.9453 -2.4397 -0.6050
C -2.9424 -1.0415 2.3791
N -3.7502 -0.0988 1.6315
C -5.1211 -0.1918 1.4580
C -5.5072 0.8957 0.7538
N -4.3752 1.6481 0.5040
C -4.3204 2.8778 -0.2537
C -3.2608 1.0126 0.9862
Se -1.5363 1.5905 0.6715
H -2.2471 -0.5121 3.0366
H -2.3637 -1.6895 1.7129
H -3.6190 -1.6564 2.9801
H -5.6805 -1.0190 1.8615
H -6.4755 1.2087 0.4176
H -4.5391 2.7032 -1.3130
H -5.0421 3.5926 0.1516
H -3.3099 3.2869 -0.1517
*
```


(8)
Computed, not measured: a structure of composition C3H6N2O in a non-equilibrium geometry, with ωB97M-V with the def2-TZVPD basis set.

Results
**E_LUMO (alpha / beta)**: 0.38 / 0.38 eV
**Energy relative to the best compared isomer or geometry (same formula, charge and spin)**: 300.2 kJ/mol
**Energy**: -302.57874 hartree
**M**: 86.09 g/mol
**Gap between HOMO and LUMO (alpha / beta)**: 9.122 / 9.123 eV
**HOMO (alpha / beta)**: -8.743 / -8.743 eV

```
! wB97M-V def2-TZVPD RIJCOSX def2/J DEFGRID3
* xyz 0 1
N 2.0973 0.2450 -0.6910
C 0.9193 0.1853 -0.0080
O 0.9097 0.3153 1.2185
N -0.2221 0.0942 -0.7708
C -1.3171 -0.6915 -0.2150
C -1.3742 0.3873 0.7326
H 2.1775 -0.0543 -1.6463
H 2.9266 0.3129 -0.1226
H -2.1306 -0.7329 -0.9297
H -1.0600 -1.6675 0.1977
H -1.7218 1.3607 0.4323
H -1.2046 0.2455 1.8024
*
```